# 1
219
Properties=species:S:1:pos:R:3 method="wB97M-V/def2-TZVPD" total_energy_ha=-4267.03059 charge=+5 multiplicity=1 relative_energy_kj_mol=0.0
C -20.26639 24.44273 -11.15328
O -20.75895 25.31748 -10.19219
C -19.96222 25.37434 -9.02733
C -20.86226 26.07542 -7.99529
N -21.34220 27.38269 -8.49754
H -20.70368 28.15204 -8.25300
H -21.49227 27.35038 -9.56158
C -22.64930 27.87597 -7.93343
C -22.66914 28.36735 -6.57287
O -22.45652 27.28459 -5.70123
C -22.02129 27.68891 -4.42077
H -21.01783 24.45380 -11.94054
H -20.10303 23.44789 -10.71682
H -19.28870 24.82652 -11.42488
H -18.98589 25.88856 -9.17256
H -19.76869 24.41324 -8.55553
H -20.38212 26.40881 -7.07686
H -21.75366 25.46606 -7.78852
H -23.32243 27.04476 -8.13719
H -22.87843 28.70907 -8.59812
H -23.60801 28.84397 -6.38226
H -21.86016 29.16155 -6.44605
H -21.65447 26.78788 -3.92284
H -22.81875 28.21037 -3.91307
H -21.17150 28.37129 -4.43106
C -18.33198 16.14092 -14.09348
O -19.70399 16.42610 -14.46230
C -20.69482 16.33575 -13.43964
C -20.73779 17.69456 -12.72955
N -20.74049 18.85041 -13.69835
H -20.54725 19.77426 -13.15070
H -19.95790 18.68223 -14.32038
C -22.01840 18.97990 -14.60715
C -21.86549 20.30282 -15.34109
O -21.92920 21.28393 -14.29356
C -21.35857 22.50455 -14.66314
H -18.34470 15.20824 -13.54342
H -17.82104 16.94307 -13.52321
H -17.77438 15.95243 -15.01168
H -20.46795 15.61172 -12.66197
H -21.64894 16.07865 -13.89943
H -19.74255 17.78055 -12.18985
H -21.52421 17.93614 -11.98401
H -22.85314 18.96290 -13.90882
H -22.09968 18.13377 -15.29488
H -22.64567 20.42845 -16.08885
H -20.89656 20.44469 -15.82481
H -20.29388 22.47428 -14.82590
H -21.49905 23.33536 -13.94451
H -21.85642 22.91800 -15.54661
C -14.55354 14.81968 -10.11771
O -15.86438 14.18545 -10.12743
C -16.84663 15.01765 -10.72374
C -18.16570 14.16155 -10.63167
N -18.25661 13.84212 -9.15828
H -17.28731 13.66839 -8.83936
H -18.55429 14.64673 -8.59755
C -18.99836 12.60686 -8.66697
C -18.19770 11.40063 -9.05387
O -16.92662 11.45328 -8.52237
C -15.96620 10.67607 -9.26759
H -14.19245 14.96379 -11.11182
H -13.87156 14.13489 -9.62049
H -14.53255 15.74809 -9.54554
H -16.60398 15.29229 -11.74768
H -17.07928 15.96144 -10.18918
H -18.04086 13.25933 -11.24180
H -18.99296 14.73140 -11.01420
H -19.97729 12.48907 -9.13061
H -18.95823 12.87493 -7.61370
H -18.15313 11.39054 -10.15424
H -18.68026 10.47443 -8.69494
H -15.70538 11.31349 -10.11599
H -16.47157 9.74631 -9.54733
H -15.13171 10.55662 -8.58763
C -28.45759 21.03427 0.34788
O -27.30788 21.56312 -0.31681
C -26.40313 20.46518 -0.56200
C -25.48915 20.97426 -1.64695
N -26.37796 21.71244 -2.55935
H -27.01925 21.13406 -3.10565
H -27.07541 22.10432 -1.86985
C -25.57301 22.69914 -3.39280
C -26.41940 23.19587 -4.52951
O -26.90269 22.03264 -5.16732
C -27.84754 22.20265 -6.21190
H -29.02518 21.83955 0.78605
H -28.20133 20.34823 1.14913
H -29.14056 20.48961 -0.30654
H -27.02927 19.62828 -0.88744
H -25.76046 20.13640 0.26047
H -24.97798 20.21931 -2.21243
H -24.76327 21.71542 -1.33879
H -24.76708 22.05626 -3.80098
H -25.25853 23.52192 -2.74039
H -25.77330 23.77209 -5.24314
H -27.23381 23.85978 -4.17818
H -27.42314 22.22397 -7.21368
H -28.37650 23.16114 -6.29345
H -28.62449 21.43751 -6.24878
C -14.94298 19.34213 -1.44949
O -15.91864 20.41545 -1.33984
C -17.22633 19.96594 -1.52316
C -18.04857 20.98453 -0.79030
N -17.74971 21.02329 0.66390
H -17.73447 20.11646 1.11148
H -16.76316 21.34564 0.71551
C -18.59592 21.91890 1.50621
C -20.04593 21.36930 1.51108
O -20.66596 21.52917 0.15669
C -21.36387 22.75714 0.01819
H -14.99816 18.76633 -0.51123
H -13.95262 19.77548 -1.54201
H -15.19524 18.65391 -2.22534
H -17.32909 18.93931 -1.14380
H -17.56227 19.95871 -2.53860
H -19.10511 20.77487 -0.84359
H -17.87258 21.99775 -1.17322
H -18.63200 22.87723 0.99893
H -18.21776 22.02557 2.53147
H -20.73498 21.93398 2.12250
H -20.04818 20.30740 1.77456
H -21.61255 22.89654 -1.03858
H -20.78406 23.63992 0.37050
H -22.30710 22.71115 0.59935
C -22.97706 13.25780 -10.32710
O -22.45812 12.28640 -9.39062
C -23.47143 11.56387 -8.75846
C -24.11517 12.36991 -7.61082
N -23.10996 12.98367 -6.67876
H -22.20745 12.48064 -6.74608
H -22.84554 13.98895 -6.94959
C -23.50604 12.96891 -5.23482
C -22.25467 13.00776 -4.33435
O -21.41564 14.05886 -4.61640
C -20.09479 13.85723 -4.09544
H -23.50677 12.78165 -11.17150
H -22.11817 13.84614 -10.67219
H -23.66301 13.97136 -9.83560
H -22.99145 10.67157 -8.32213
H -24.23224 11.29907 -9.45980
H -24.80258 11.64633 -7.11843
H -24.73428 13.21715 -7.94250
H -24.10649 12.04553 -5.07476
H -24.12841 13.88247 -5.14220
H -21.81875 11.97374 -4.36451
H -22.70625 13.06588 -3.35818
H -20.05736 13.70841 -3.03355
H -19.63112 14.86101 -4.22119
H -19.54501 13.12315 -4.68781
C -22.63240 18.29257 -5.98095
O -23.86961 18.28736 -6.65940
C -24.60299 17.08599 -6.47125
C -25.45721 16.91401 -7.73579
N -25.97551 18.25706 -8.17662
H -26.09977 18.90184 -7.41373
H -25.23565 18.66170 -8.75306
C -27.22979 18.20471 -9.05471
C -26.86085 17.90622 -10.50467
O -26.00008 18.99950 -10.75932
C -24.95673 18.85528 -11.78475
H -22.30553 17.24777 -6.07343
H -22.76012 18.51985 -4.90848
H -22.01723 18.97862 -6.56094
H -25.17453 17.15253 -5.52187
H -23.94569 16.25070 -6.47890
H -26.33843 16.29947 -7.55630
H -24.85449 16.50012 -8.56869
H -27.73495 19.15597 -8.88218
H -27.86194 17.38191 -8.75715
H -27.78985 17.86751 -11.10329
H -26.38086 16.91802 -10.51754
H -24.15882 19.51961 -11.45638
H -25.37058 19.27115 -12.69791
H -24.59909 17.82017 -11.83627
C -14.65325 19.15793 -8.35372
O -16.01380 19.42835 -8.02841
C -16.58485 20.16039 -9.04107
C -18.08658 20.29925 -8.88674
N -18.79557 19.04741 -9.30402
H -18.49174 19.06598 -10.39629
H -18.32491 18.31200 -8.79708
C -20.19807 18.89994 -8.98121
C -21.12164 19.86121 -9.61208
O -21.13069 20.97921 -8.75512
C -22.33464 21.66104 -8.75869
H -14.09391 20.08369 -8.40548
H -14.59006 18.67472 -9.32311
H -14.26718 18.48365 -7.56188
H -16.20589 19.78117 -9.98822
H -16.31717 21.25998 -8.94093
H -18.46895 21.12113 -9.49822
H -18.26902 20.36903 -7.83188
H -20.31201 18.90423 -7.92912
H -20.42746 17.82705 -9.23282
H -22.09500 19.35072 -9.75313
H -20.78616 20.18041 -10.58232
H -22.50737 22.20828 -9.68749
H -22.21347 22.33898 -7.91158
H -23.15145 20.93931 -8.59735
C -17.35056 21.23315 -13.44031
C -18.23146 20.39862 -12.49902
O -17.83534 19.38477 -11.87957
O -19.44524 20.83583 -12.42553
H -17.17479 22.17989 -12.88169
H -17.95191 21.40864 -14.34635
H -16.38751 20.81331 -13.73039
C -17.24272 17.06995 -6.30294
C -18.15428 16.07011 -7.02242
O -18.59516 15.00361 -6.53336
O -18.49251 16.41494 -8.20532
H -16.41123 17.22366 -7.03528
H -16.87830 16.67630 -5.36702
H -17.75035 18.01143 -6.22883
O -21.00929 15.67752 -9.12311
C -22.20222 16.05299 -8.57162
O -22.43870 15.58880 -7.40824
O -22.93050 16.77175 -9.30045
H -20.50459 15.38890 -8.33020

# 2
232
Properties=species:S:1:pos:R:3 method="wB97M-V/def2-TZVPD" total_energy_ha=-5478.83623 multiplicity=1
Be -2.75538 -2.21470 0.52938
P 0.28043 -0.74626 -0.23422
F 0.09448 -2.21731 -0.90158
F 1.78280 -1.11989 0.19428
F 0.88279 -0.08620 -1.63561
F 0.38324 0.64899 0.65307
F -1.24658 -0.42972 -0.57439
F -0.33096 -1.49122 1.10413
P -5.71262 -4.30239 0.00900
F -5.20243 -5.64258 0.77373
F -6.25625 -5.20502 -1.28940
F -7.12357 -4.19176 0.81597
F -6.13159 -2.94442 -0.73965
F -4.88382 -3.38822 1.11990
F -4.19588 -4.29773 -0.66945
C -2.75645 5.23906 1.00373
C -1.38543 5.93350 1.18474
C -1.08587 6.67389 -0.09396
O -1.47077 6.78926 2.26258
H -2.82900 4.43790 0.26820
H -3.48388 6.01402 0.76209
H -3.07771 4.84528 1.96802
H -0.54772 5.30458 1.48608
H -0.05604 7.02970 -0.12510
H -1.69214 7.56477 -0.25789
H -1.38789 6.10699 -0.97459
H -0.64575 7.27971 2.24300
C -1.84485 0.38777 6.68959
C -0.68671 0.43428 7.69972
C -1.21859 0.45293 9.13205
O 0.10170 -0.72504 7.55510
H -2.24481 1.40173 6.68718
H -2.71743 -0.19389 6.98687
H -1.60161 0.01217 5.69568
H -0.04587 1.31141 7.60991
H -1.97104 -0.32424 9.26582
H -1.50320 1.47283 9.39077
H -0.41804 0.32694 9.86099
H 0.46348 -0.71610 6.66593
C 3.93170 -3.43590 1.32546
C 2.77160 -4.22614 0.73080
C 2.67436 -5.71412 1.14240
O 1.63591 -3.57213 1.34834
H 4.85593 -3.65129 0.78926
H 4.02001 -3.61445 2.39711
H 3.78563 -2.35848 1.24845
H 2.66169 -4.17619 -0.35250
H 1.85259 -6.23990 0.65624
H 2.60481 -5.80531 2.22636
H 3.58620 -6.26012 0.90052
H 1.65049 -2.67113 1.01729
C 5.48160 1.56401 -1.72823
C 6.14659 0.52478 -2.69625
C 6.27412 -0.84312 -2.06310
O 5.32014 0.39027 -3.73638
H 4.39611 1.47467 -1.77122
H 5.74505 2.57333 -2.04436
H 5.76554 1.43032 -0.68438
H 7.07598 0.97435 -3.04587
H 5.35447 -1.15828 -1.57013
H 6.99549 -0.84339 -1.24594
H 6.61846 -1.52276 -2.84259
H 5.41146 1.22076 -4.20919
C 2.84208 -2.55258 -3.44130
C 3.41932 -2.40755 -4.90299
C 2.63967 -1.33832 -5.68501
O 4.74837 -2.02650 -4.76465
H 3.48617 -3.22522 -2.87491
H 1.88626 -3.07482 -3.39921
H 2.65422 -1.55114 -3.05408
H 3.32510 -3.36577 -5.41390
H 1.57846 -1.54632 -5.82159
H 2.97669 -1.20183 -6.71258
H 2.71385 -0.34199 -5.24921
H 4.83546 -1.18209 -4.31634
C 4.66996 0.23346 1.63865
C 5.82510 -0.00063 2.55863
C 6.25401 -1.41212 2.71379
O 6.87611 0.67895 2.01357
H 4.82611 -0.26117 0.67997
H 4.42585 1.27996 1.45606
H 3.75125 -0.13844 2.09225
H 5.60435 0.52236 3.48914
H 7.22198 -1.58896 3.18270
H 6.27827 -1.98006 1.78376
H 5.60192 -1.99083 3.36797
H 6.75723 1.61312 2.20012
C 2.19433 5.02570 1.27672
C 1.63853 3.76982 0.64960
C 2.34843 3.46250 -0.70222
O 1.76978 2.68532 1.53517
H 3.14964 4.72512 1.70700
H 1.58654 5.33293 2.12778
H 2.24026 5.89340 0.61863
H 0.57760 3.82905 0.40666
H 1.77278 2.61051 -1.06395
H 3.39504 3.23744 -0.49711
H 2.27699 4.24249 -1.46026
H 1.38428 1.94096 1.06729
C -1.78838 -1.42937 -3.79829
C -3.09349 -1.26762 -3.03917
C -4.27123 -1.38237 -4.01497
O -3.10500 -2.31155 -2.05741
H -1.72540 -2.26243 -4.49840
H -0.87081 -1.27340 -3.23098
H -1.72158 -0.59042 -4.49098
H -3.09020 -0.37005 -2.42073
H -4.36323 -2.35812 -4.49199
H -4.30765 -0.65454 -4.82555
H -5.18569 -1.39712 -3.42199
H -2.90101 -3.07670 -2.60012
C 0.00719 1.98394 -3.99989
C -1.20370 2.33236 -3.15451
C -1.04169 3.76542 -2.65531
O -2.28787 2.27712 -4.03051
H 0.12995 0.94725 -4.31346
H 0.96584 2.13151 -3.50259
H 0.00324 2.48590 -4.96742
H -1.20519 1.59832 -2.34874
H -1.16785 4.45596 -3.48919
H -0.11138 3.96867 -2.12491
H -1.96421 3.96949 -2.11180
H -2.40116 3.08865 -4.53069
C -5.82650 2.30662 -4.25308
C -5.53287 2.49150 -2.80036
C -6.76734 2.15742 -1.92603
O -4.43552 1.66749 -2.44393
H -5.94205 1.26646 -4.55774
H -4.94173 2.63415 -4.79899
H -6.64968 2.93803 -4.58744
H -5.37378 3.56104 -2.66294
H -7.70207 2.63421 -2.22108
H -6.72551 2.45971 -0.87962
H -6.82623 1.08262 -1.75446
H -3.66886 1.86034 -2.98857
C -0.65911 3.83176 4.46500
C 0.38923 4.74267 5.15381
C -0.15574 5.82100 6.13116
O 1.20388 3.94473 6.02335
H -1.37050 4.59248 4.14355
H -1.17464 3.10191 5.08921
H -0.20002 3.39095 3.58011
H 1.06223 5.29208 4.49551
H -0.75323 5.38683 6.93279
H -0.78996 6.53900 5.61120
H 0.60734 6.31872 6.72956
H 1.83361 3.51282 5.44154
C 3.00556 1.09921 6.46226
C 2.71517 1.01566 4.99561
C 1.21559 0.59433 4.58224
O 0.97649 -0.72490 5.05085
C 1.51675 -1.74594 4.17282
N 3.02645 2.37849 4.45235
H 2.62417 0.22086 6.98298
H 2.47042 1.94313 6.89760
H 4.04581 1.16272 6.78152
H 3.34019 0.22583 4.57896
H 1.07655 0.75628 3.51333
H 0.56367 1.30589 5.08897
H 2.60278 -1.65650 4.14805
H 1.01507 -1.65554 3.20936
H 1.26631 -2.72871 4.57223
H 4.00306 2.43034 4.20003
H 2.72015 2.56805 3.50878
C -5.93080 -0.77227 1.82858
C -5.14553 0.13628 0.82977
C -3.92911 0.86581 1.42321
O -2.87450 -0.06597 1.89310
C -1.88414 0.57619 2.74982
N -4.78947 -0.66709 -0.25325
H -5.21814 -1.37918 2.38704
H -6.61400 -1.50699 1.40251
H -6.49955 -0.35105 2.65757
H -5.86509 0.82699 0.39014
H -4.28905 1.53641 2.20349
H -3.51276 1.44346 0.59795
H -2.41284 1.01028 3.59843
H -1.33900 1.39590 2.28188
H -1.21031 -0.17867 3.15510
H -4.72011 -0.07245 -1.06669
H -5.56331 -1.28187 -0.46142
C 3.14331 4.10607 -4.46043
C 3.32081 2.86583 -5.36617
C 2.56413 2.99978 -6.73800
O 3.06863 4.00721 -7.54732
C 2.43358 4.08121 -8.82430
N 4.74599 2.47232 -5.45334
H 3.65258 4.94757 -4.93014
H 3.52701 3.92047 -3.45722
H 2.09277 4.34037 -4.28844
H 2.92621 2.01219 -4.81509
H 1.47920 2.95693 -6.64208
H 2.67971 2.03294 -7.22784
H 2.68810 5.03162 -9.29340
H 1.35881 4.11579 -8.64607
H 2.68020 3.23283 -9.46269
H 5.19485 3.19640 -5.99588
H 4.82458 1.69580 -6.09437
C -0.82144 -6.32833 2.16004
C -1.68114 -5.03741 1.94686
C -1.73190 -4.13912 3.10976
O -2.53305 -2.95298 2.87914
C -2.71412 -2.25753 4.12750
N -1.21507 -4.29585 0.77965
H -1.13390 -6.84785 3.06589
H 0.19784 -5.97568 2.31755
H -0.85953 -7.02644 1.32380
H -2.67723 -5.39161 1.68143
H -0.69573 -3.93530 3.37979
H -2.14138 -4.72967 3.92932
H -3.29189 -1.33383 4.09507
H -1.72648 -1.94381 4.46550
H -3.16297 -2.88481 4.89767
H -1.23592 -4.95510 0.01475
H -0.24278 -4.05369 0.90659
C -1.63791 -5.48069 -5.17973
C -2.20327 -5.85192 -3.79581
C -1.13038 -5.95808 -2.64124
O -1.73920 -6.22493 -1.37665
C -2.42700 -7.50658 -1.20665
N -3.14897 -4.80061 -3.47179
H -2.43624 -5.46992 -5.92178
H -0.98421 -6.28081 -5.52700
H -1.20107 -4.48708 -5.27989
H -2.82035 -6.74425 -3.90095
H -0.54383 -5.04179 -2.57442
H -0.31895 -6.64534 -2.88073
H -3.23423 -7.40924 -0.48070
H -1.68251 -8.18390 -0.78825
H -2.75923 -7.95786 -2.14157
H -4.02257 -5.08083 -3.89416
H -3.33775 -5.06045 -2.51423

Which value of multiplicity does entry 1 give?
1